Density functional theory data (ωB97M-V/def2-TZVPD) for a molecular structure, C8H44O14 at a distorted geometry.

Results
- energy relative to the best compared isomer or geometry (same formula, charge and spin) (eV) = 37.440
- HOMO (eV) = -7.744
- largest force on an atom (hartree/bohr) = 0.289

XYZ file:
```
66
Properties=species:S:1:pos:R:3:lowdin_charge:R:1
C 5.156 -15.801 28.947 -0.075
C 6.558 -15.369 28.981 -0.307
O 7.301 -16.304 28.274 -0.170
H 4.534 -14.944 29.206 0.079
H 4.844 -16.590 29.630 0.072
H 4.896 -16.037 27.915 0.090
H 6.838 -15.259 30.029 0.138
H 6.516 -14.462 28.378 0.140
H 7.060 -17.097 28.759 -0.302
C 11.480 -14.487 25.172 -0.050
C 11.278 -15.172 26.545 -0.272
O 10.141 -14.739 27.219 -0.103
H 11.288 -13.416 25.230 0.070
H 10.751 -14.894 24.472 0.067
H 12.491 -14.669 24.807 0.072
H 12.047 -15.014 27.302 0.142
H 11.269 -16.229 26.276 0.040
H 9.480 -15.101 26.625 0.070
C 8.746 -17.262 26.859 0.010
C 9.006 -17.876 28.230 -0.151
O 10.428 -17.901 28.452 -0.032
H 8.713 -16.173 26.816 0.093
H 7.808 -17.668 26.480 0.104
H 9.629 -17.456 26.250 0.092
H 8.472 -18.803 28.441 0.070
H 8.678 -17.200 29.020 0.101
H 10.754 -18.768 28.703 -0.206
C 10.512 -20.442 26.913 -0.025
C 10.239 -20.768 28.383 -0.153
O 10.584 -19.654 29.173 0.094
H 10.100 -19.479 26.613 0.041
H 10.188 -21.189 26.188 0.109
H 11.587 -20.306 26.799 0.086
H 10.812 -21.634 28.716 0.146
H 9.160 -20.880 28.481 0.088
H 10.472 -19.929 30.086 0.183
O 8.697 -19.148 25.840 -0.142
H 9.243 -19.042 25.061 0.117
H 7.984 -18.520 25.721 0.058
O 11.938 -17.596 25.675 -0.063
H 11.189 -18.066 25.308 0.024
H 11.788 -17.607 26.620 -0.053
O 12.109 -18.285 27.853 0.009
H 11.219 -18.501 28.131 -0.228
H 12.479 -19.119 27.563 0.062
O 8.448 -18.343 30.342 -0.020
H 8.720 -18.321 31.260 0.157
H 8.515 -19.265 30.094 -0.137
O 8.412 -16.031 30.448 -0.060
H 8.295 -16.952 30.679 -0.019
H 9.207 -16.016 29.914 -0.075
O 7.596 -19.825 27.890 0.038
H 8.060 -19.713 27.060 0.040
H 6.874 -20.419 27.682 0.172
O 8.271 -20.351 29.796 0.040
H 8.006 -20.024 28.936 -0.180
H 7.528 -20.878 30.091 0.150
O 8.183 -14.554 27.679 -0.086
H 8.179 -13.816 28.290 0.088
H 7.652 -15.224 28.109 -0.195
O 10.241 -15.926 29.057 0.022
H 10.134 -15.384 28.275 -0.113
H 10.071 -16.818 28.755 -0.116
O 6.723 -17.754 29.378 0.157
H 6.856 -18.460 28.746 0.100
H 7.514 -17.763 29.917 -0.099
```

=====

Density functional theory data (ωB97M-V/def2-TZVPD) for a molecular structure, C10H20ClEuN2O7 at a distorted geometry.

Results
- energy relative to the best compared isomer or geometry (same formula, charge and spin) (eV) = 1.061
- HOMO (spin up / spin down) (eV) = -9.855 / -12.253
- 2S+1 = 8
- charge = +1
- largest force on an atom (hartree/bohr) = 0.099
- expectation value of S² = 15.7589

XYZ file:
```
41
Properties=species:S:1:pos:R:3:mulliken_spin:R:1
Eu 0.533 -0.046 0.457 6.929
C -0.598 1.646 -2.323 0.005
O -0.943 1.104 -1.040 0.010
C -2.326 0.772 -0.939 0.002
C -2.648 0.335 0.478 0.007
O -1.747 -0.644 0.999 0.000
C -2.041 -2.033 0.804 0.003
C -1.442 -2.574 -0.472 0.001
O -0.057 -2.240 -0.505 0.012
C 0.700 -3.102 -1.368 0.003
H -1.136 2.581 -2.487 0.000
H -0.846 0.931 -3.111 0.000
H 0.472 1.828 -2.321 -0.002
H -2.563 -0.005 -1.674 -0.001
H -2.930 1.653 -1.179 -0.001
H -3.673 -0.041 0.523 0.000
H -2.569 1.187 1.153 -0.005
H -3.121 -2.194 0.820 0.000
H -1.605 -2.546 1.662 -0.003
H -1.938 -2.160 -1.356 -0.001
H -1.566 -3.661 -0.495 -0.001
H 0.235 -3.142 -2.355 0.000
H 0.747 -4.103 -0.936 0.000
H 1.697 -2.683 -1.453 -0.002
O 2.379 1.505 0.214 0.008
Cl 2.857 0.232 -0.311 0.001
O 4.202 0.260 -0.736 0.009
O 1.923 -0.135 -1.388 0.007
O 2.628 -0.768 0.754 0.005
C -0.219 4.838 3.711 0.000
N 0.169 3.494 3.303 0.001
C 1.121 2.704 3.901 -0.006
C 1.119 1.530 3.218 0.005
N 0.165 1.571 2.222 0.012
C -0.372 2.770 2.306 0.002
H 0.664 5.369 4.055 0.000
H -0.958 4.799 4.508 0.000
H -0.630 5.362 2.852 0.000
H 1.708 3.049 4.733 0.000
H 1.736 0.663 3.392 0.002
H -1.151 3.162 1.671 -0.001
```

=====

Q: Which of these has the highest energy relative to the best compared isomer or geometry (same formula, charge and spin)?
A: C8H44O14

=====

Q: Number 1 is which compound?
A: C8H44O14

=====

Q: Which formula does entry 2 have?
A: C10H20ClEuN2O7

=====

Q: Among the records above, which one has the lowest largest force on an atom?
A: C10H20ClEuN2O7